# 1
Computed, not measured: a 2-piece molecular cluster, C2H3F2P overall, with ωB97M-V with the def2-TZVPD basis set.

Element x y z (Å)
P (-1.68419, -0.04311, -3.12631)
F (1.08864, -0.48208, -1.57324)
F (1.17503, -2.33970, -0.46480)
C (1.20708, -0.35460, 0.77045)
C (1.16026, -1.01551, -0.36306)
H (1.25827, -0.89201, 1.69720)
H (-2.72234, 0.44017, -2.31869)
H (1.20011, 0.71793, 0.79717)

Properties
Electronic energy ... -618.95067 Ha
LUMO level (alpha / beta) ... -1.380 / -1.364 eV
E_HOMO (alpha / beta) ... -0.32231 / -0.32185 Eh

In the Mulliken picture, each atom carries the following charge in e:
1 P -0.009
2 F -0.220
3 F -0.212
4 C -0.623
5 C 0.515
6 H 0.257
7 H 0.027
8 H 0.265


# 2
Computed, not measured: one molecule with the formula C2H3F3N2, with ωB97M-V with the def2-TZVPD basis set.

Element x y z (Å)
F (1.45778, 0.66902, -1.03226)
F (2.79629, -0.43549, 0.08625)
F (1.30242, 0.78822, 1.16725)
N (-0.70966, -0.51756, 0.08610)
N (0.65241, -1.14349, 0.09537)
C (-1.63043, 0.42443, -0.13146)
C (1.51312, -0.05135, 0.13848)
H (-2.69879, 0.22238, -0.14646)
H (-1.33502, -1.38716, 0.18184)
H (-1.34811, 1.43100, -0.44511)

Properties
Electronic energy ... -487.00938 Ha
LUMO level (alpha / beta) ... -0.226 / -0.226 eV
E_HOMO (alpha / beta) ... -0.34160 / -0.34157 Eh

In the Mulliken picture, each atom carries the following charge in e:
1 F -0.309
2 F -0.256
3 F -0.259
4 N 0.036
5 N -0.699
6 C -0.145
7 C 0.849
8 H 0.228
9 H 0.297
10 H 0.260


# 3
Computed, not measured: one molecule with the formula C2H3F3NOPS3, with ωB97M-V with the def2-TZVPD basis set.

Element x y z (Å)
S (-2.13661, 0.25315, 1.64133)
S (-2.83258, -0.07820, -1.74957)
S (-1.77504, -2.81620, 0.12183)
P (-1.73529, -0.93612, -0.16369)
F (2.61911, -0.78280, -0.83932)
F (1.85457, -0.75742, 1.20889)
F (2.90765, 0.92627, 0.43636)
O (-0.20941, -0.35078, -0.61518)
N (0.43336, 1.80044, -0.17919)
C (2.08344, -0.03565, 0.07064)
C (0.68063, 0.57410, -0.32317)
H (1.13044, 2.33691, 0.21212)
H (-1.67406, 0.59208, -2.14378)
H (-1.34622, -0.72579, 2.32272)

Properties
SMILES string ... [H]/N=C(/OP(=S)(S)S)C(F)(F)F
Electronic energy ... -2043.56365 Ha
LUMO level ... -0.174 eV
E_HOMO ... -0.35184 Eh

In the Mulliken picture, each atom carries the following charge in e:
1 S -0.260
2 S -0.254
3 S -0.286
4 P 0.621
5 F -0.224
6 F -0.253
7 F -0.274
8 O -0.402
9 N -0.589
10 C 0.898
11 C 0.344
12 H 0.258
13 H 0.217
14 H 0.203


# 4
Computed, not measured: C2H3F3OS as an isolated structure, with ωB97M-V with the def2-TZVPD basis set.

Element x y z (Å)
S (1.48722, -1.31113, -0.54227)
F (4.20760, -0.14702, 0.21198)
F (2.99926, 1.28371, -0.90602)
F (2.59974, 0.93122, 1.20327)
O (1.47132, -2.28539, 0.52171)
C (0.12583, -0.13558, -0.19565)
C (2.98978, 0.36135, 0.06380)
H (0.12318, 0.11704, 0.85991)
H (-0.81643, -0.61040, -0.45625)
H (0.26811, 0.75628, -0.80026)

Properties
2S+1 ... 3
Electronic energy ... -850.87274 Ha
LUMO level (alpha / beta) ... 0.812 / -2.575 eV
Expectation value of S² ... 2.01
E_HOMO (alpha / beta) ... -0.25586 / -0.38687 Eh

In the Mulliken picture, each atom carries the following charge in e:
1 S 0.345
2 F -0.192
3 F -0.209
4 F -0.192
5 O -0.403
6 C -0.842
7 C 0.540
8 H 0.307
9 H 0.307
10 H 0.340


# 5
Computed, not measured: a 2-piece molecular cluster, C2H3F3S overall, with ωB97M-V with the def2-TZVPD basis set.

Element x y z (Å)
S (-2.39155, -0.40808, -0.81697)
F (2.75446, 0.02555, 0.82670)
F (1.84031, -0.11054, -1.17935)
F (2.30382, -1.86365, -0.19318)
C (1.87288, -0.62564, 0.03257)
C (-2.36697, 0.89930, 0.08045)
H (-3.01854, 0.86279, 0.95020)
H (-1.79875, 1.77312, -0.16312)
H (0.80435, -0.55286, 0.46269)

Properties
SMILES string ... FC(F)F.C=S
Electronic energy ... -775.75004 Ha
LUMO level ... -0.611 eV
E_HOMO ... -0.33595 Eh

In the Mulliken picture, each atom carries the following charge in e:
1 S -0.185
2 F -0.210
3 F -0.195
4 F -0.211
5 C 0.645
6 C -0.349
7 H 0.260
8 H 0.277
9 H -0.031


# 6
Computed, not measured: C2H3FFeO as an isolated structure, with ωB97M-V with the def2-TZVPD basis set.

Element x y z (Å)
Fe (2.75740, -0.70555, 0.34941)
F (-2.06036, 1.27359, 0.17284)
O (0.90881, -0.62208, 0.28886)
C (0.07389, 0.37831, -0.05634)
C (-1.34319, 0.36052, -0.45334)
H (-0.11302, -1.39972, 0.06428)
H (-0.32876, -0.34923, -1.18498)
H (0.10522, 1.06417, 0.81925)

Properties
2S+1 ... 6
Electronic energy ... -1514.93944 Ha
LUMO level (alpha / beta) ... -18.186 / -19.175 eV
Net charge ... +3
Expectation value of S² ... 8.77
E_HOMO (alpha / beta) ... -0.99000 / -0.98406 Eh

In the Mulliken picture, each atom carries the following charge in e:
1 Fe 1.745
2 F 0.079
3 O -0.563
4 C 0.104
5 C 0.211
6 H 0.530
7 H 0.418
8 H 0.476


# 7
Computed, not measured: C2H3FI2 as an isolated structure, with ωB97M-V with the def2-TZVPD basis set.

Element x y z (Å)
I (-1.61409, -1.91220, 0.41203)
I (-1.77881, 1.55536, 0.68468)
F (0.20511, -0.35895, -1.92792)
C (-0.72256, -0.10855, 0.26771)
C (0.45721, -0.00447, -0.58432)
H (1.29021, 0.76561, 1.98922)
H (0.94184, 0.97599, -0.35854)
H (1.22108, -0.91280, -0.48286)

Properties
Electronic energy ... -773.06321 Ha
LUMO level (alpha / beta) ... -1.332 / -0.802 eV
E_HOMO (alpha / beta) ... -0.35760 / -0.30765 Eh

In the Mulliken picture, each atom carries the following charge in e:
1 I 0.167
2 I 0.209
3 F -0.266
4 C -0.252
5 C -0.484
6 H 0.037
7 H 0.317
8 H 0.273


# 8
Computed, not measured: C2H3FI2 as an isolated structure, with ωB97M-V with the def2-TZVPD basis set.

Element x y z (Å)
I (-3.01034, 0.44652, 0.51404)
I (-0.93142, -1.98651, 2.13589)
F (-0.85783, -1.60830, -1.06948)
C (-0.91371, -0.31242, 0.74456)
C (-0.25377, -0.54512, -0.57830)
H (0.84403, -0.51925, -0.43926)
H (-0.30419, 0.57812, 1.57785)
H (-0.37647, 0.27325, -1.31126)

Properties
2S+1 ... 3
Electronic energy ... -773.06873 Ha
LUMO level (alpha / beta) ... 0.436 / -3.713 eV
Expectation value of S² ... 2.01
E_HOMO (alpha / beta) ... -0.22644 / -0.34441 Eh

In the Mulliken picture, each atom carries the following charge in e:
1 I 0.215
2 I 0.085
3 F -0.229
4 C -0.775
5 C -0.254
6 H 0.265
7 H 0.372
8 H 0.320


# 9
Computed, not measured: a 2-piece molecular cluster, C2H3FI2O overall, with ωB97M-V with the def2-TZVPD basis set.

Element x y z (Å)
I (-1.01456, -2.25341, 0.43869)
I (-2.80803, 1.44921, 0.74426)
F (-1.00407, -0.23212, -1.75109)
O (1.51437, -0.64114, 0.30562)
C (-0.78554, -0.35455, -0.50712)
C (0.52806, 0.35265, 0.04314)
H (2.38710, -0.20163, 0.40387)
H (0.34443, 0.81687, 0.95420)
H (0.83825, 1.06412, -0.63156)

Properties
Electronic energy ... -848.40292 Ha
LUMO level (alpha / beta) ... -2.248 / -1.495 eV
E_HOMO (alpha / beta) ... -0.32775 / -0.33810 Eh

In the Mulliken picture, each atom carries the following charge in e:
1 I 0.172
2 I -0.137
3 F -0.156
4 O -0.486
5 C -0.135
6 C -0.259
7 H 0.294
8 H 0.319
9 H 0.388


# 10
Computed, not measured: a 2-piece molecular cluster, C2H3FIN3 overall, with ωB97M-V with the def2-TZVPD basis set.

Element x y z (Å)
I (-2.23943, 1.34526, -0.81914)
F (0.94065, -0.37659, -1.77588)
N (0.82761, 0.07854, 1.68750)
N (0.22471, -1.31261, 0.18428)
N (0.29425, -1.09437, 1.52033)
C (1.24266, 0.57755, 0.53126)
C (0.82030, -0.31720, -0.44117)
H (1.62395, 1.53293, 0.57736)
H (-3.73381, 1.73265, -1.19596)
H (-0.00089, -2.16618, -0.26857)

Properties
SMILES string ... Fc1cnn[nH]1.I
Electronic energy ... -639.77639 Ha
LUMO level ... 0.467 eV
E_HOMO ... -0.36642 Eh

In the Mulliken picture, each atom carries the following charge in e:
1 I -0.057
2 F -0.264
3 N -0.149
4 N 0.286
5 N -0.485
6 C -0.349
7 C 0.204
8 H 0.469
9 H 0.091
10 H 0.254


# 11
Computed, not measured: C2H3FKO2 as an isolated structure, with ωB97M-V with the def2-TZVPD basis set.

Element x y z (Å)
K (1.34155, -4.63354, 1.03295)
F (-0.28305, 0.60733, -0.24132)
O (1.03479, -2.87498, -0.73371)
O (-0.40081, -1.12282, 0.91425)
C (-0.11450, -0.88318, -0.25883)
C (0.80974, -1.63541, -1.14967)
H (1.68893, -0.94875, -1.23900)
H (-0.73978, -0.06658, 1.26079)
H (0.29345, -1.56321, -2.13998)

Properties
Electronic energy ... -927.96319 Ha
LUMO level ... -4.850 eV
Net charge ... +1
E_HOMO ... -0.47170 Eh

In the Mulliken picture, each atom carries the following charge in e:
1 K 0.994
2 F -0.279
3 O -0.754
4 O -0.345
5 C 0.648
6 C -0.367
7 H 0.287
8 H 0.531
9 H 0.284


# 12
Computed, not measured: C2H3FLi2O2 as an isolated structure, with ωB97M-V with the def2-TZVPD basis set.

Element x y z (Å)
F (1.15330, 1.04281, -0.49443)
O (-0.92131, 1.22908, 0.27098)
O (1.37240, -1.40269, 0.42506)
C (-0.07038, 0.45927, -0.09770)
C (0.10007, -0.98496, 0.32108)
Li (-1.52490, 2.97771, 0.20086)
Li (2.90708, -0.54245, 0.12449)
H (-0.53666, -1.52151, -0.42435)
H (-1.98228, -0.18729, -1.58803)
H (-0.49732, -1.06996, 1.26205)

Properties
Electronic energy ... -343.30387 Ha
LUMO level (alpha / beta) ... -1.083 / -1.081 eV
E_HOMO (alpha / beta) ... -0.18411 / -0.18393 Eh

In the Mulliken picture, each atom carries the following charge in e:
1 F -0.326
2 O -0.674
3 O -0.941
4 C 0.209
5 C 0.184
6 Li 0.450
7 Li 0.860
8 H 0.205
9 H -0.179
10 H 0.211


# 13
Computed, not measured: one molecule with the formula C2H3FN2O6, with ωB97M-V with the def2-TZVPD basis set.

Element x y z (Å)
F (-2.08961, 0.37999, -0.78717)
O (0.08757, -0.65096, 3.39215)
O (0.33067, -1.43728, -1.94384)
O (-0.96576, 0.63631, 1.67462)
O (0.91849, -0.04310, 0.72540)
O (-0.94243, 1.18138, 3.78062)
O (1.35683, 0.57064, -1.78138)
N (-0.52294, 0.29998, 3.22150)
N (-0.23880, 0.26197, 0.47129)
C (0.15545, -0.07307, -1.88614)
C (-0.73808, 0.22000, -0.70817)
H (1.98161, -0.00307, -2.30347)
H (-0.38704, 0.27764, -2.68932)
H (1.05404, -1.62046, -1.16609)

Properties
SMILES string ... O=[N+]([O-])O/[N+]([O-])=C(\F)C(O)O
Electronic energy ... -738.49347 Ha
LUMO level ... -0.385 eV
E_HOMO ... -0.33575 Eh

In the Mulliken picture, each atom carries the following charge in e:
1 F -0.252
2 O -0.399
3 O -0.567
4 O -0.527
5 O -0.692
6 O -0.421
7 O -0.495
8 N 1.164
9 N 0.836
10 C -0.148
11 C 0.354
12 H 0.332
13 H 0.389
14 H 0.425


# 14
Computed, not measured: one molecule with the formula C2H3FNOP, with ωB97M-V with the def2-TZVPD basis set.

Element x y z (Å)
P (3.30462, 0.27227, 0.50433)
F (4.42378, -0.23893, -0.55390)
O (0.36245, -2.31422, 0.32677)
N (2.03746, 0.09307, -0.25533)
C (-0.01866, -1.22605, -0.01911)
C (0.66835, 0.11894, -0.03614)
H (-1.08237, -1.01237, -0.37985)
H (0.31998, 0.67183, 0.86516)
H (0.13885, 0.38908, -0.85968)

Properties
SMILES string ... O=CC/N=P/F
Electronic energy ... -649.20384 Ha
LUMO level ... -0.162 eV
E_HOMO ... -0.36683 Eh

In the Mulliken picture, each atom carries the following charge in e:
1 P 0.129
2 F -0.253
3 O -0.436
4 N -0.067
5 C -0.017
6 C -0.175
7 H 0.249
8 H 0.334
9 H 0.235


# 15
Computed, not measured: one molecule with the formula C2H3FNP, with ωB97M-V with the def2-TZVPD basis set.

Element x y z (Å)
P (1.85664, -0.02556, 0.63501)
F (2.62083, -0.38797, -0.81116)
N (-0.81635, -1.61950, 0.40024)
C (0.28283, 0.78963, -0.09780)
C (0.15336, -0.63509, 0.19434)
H (0.59861, 1.16422, -1.02456)
H (-0.48586, 1.50121, 0.27210)
H (-0.24532, -2.41957, 0.71712)

Properties
SMILES string ... [H]/N=C1/CP1F
Electronic energy ... -573.91114 Ha
LUMO level ... -0.410 eV
E_HOMO ... -0.35822 Eh

In the Mulliken picture, each atom carries the following charge in e:
1 P 0.241
2 F -0.305
3 N -0.545
4 C -0.532
5 C 0.277
6 H 0.275
7 H 0.297
8 H 0.292


# 16
Computed, not measured: one molecule with the formula C2H3FO2, with ωB97M-V with the def2-TZVPD basis set.

Element x y z (Å)
F (1.85030, 0.19971, -0.02968)
O (-1.45538, -0.81845, -0.02425)
O (-0.77836, 1.31602, 0.00230)
C (0.80142, -0.61616, 0.02266)
C (-0.48473, 0.14816, 0.04255)
H (0.79126, -1.32121, -0.83955)
H (0.82737, -1.28348, 0.94470)
H (-2.30162, -0.36525, -0.05374)

Properties
SMILES string ... O=C(O)CF
Electronic energy ... -328.35504 Ha
LUMO level ... 0.683 eV
E_HOMO ... -0.40637 Eh

In the Mulliken picture, each atom carries the following charge in e:
1 F -0.257
2 O -0.453
3 O -0.530
4 C -0.132
5 C 0.590
6 H 0.229
7 H 0.222
8 H 0.331


# 17
Computed, not measured: a 2-piece molecular cluster, C2H3FO2 overall, with ωB97M-V with the def2-TZVPD basis set.

Element x y z (Å)
F (-0.17882, -0.70259, -1.94147)
O (1.27837, -0.75836, -0.33845)
O (-0.00180, 1.52405, 0.47921)
C (-0.71745, 0.68999, 0.96216)
C (0.04445, -0.86766, -0.63647)
H (-0.63267, 0.17044, 1.94506)
H (-1.73768, 0.65493, 0.48518)
H (1.94560, -0.71079, -0.95521)

Properties
Electronic energy ... -328.22788 Ha
LUMO level ... 0.430 eV
E_HOMO ... -0.35363 Eh

In the Mulliken picture, each atom carries the following charge in e:
1 F -0.175
2 O -0.188
3 O -0.437
4 C -0.108
5 C 0.099
6 H 0.269
7 H 0.255
8 H 0.285


# 18
Computed, not measured: one molecule with the formula C2H3FO2S, with ωB97M-V with the def2-TZVPD basis set.

Element x y z (Å)
S (4.10704, -0.59715, 0.32738)
F (4.67779, 0.26611, -0.96269)
O (2.46809, -0.43297, 0.09954)
O (1.79653, 1.75011, 0.48023)
C (1.57302, 0.59990, 0.25722)
C (0.20168, 0.02243, 0.02662)
H (-0.10466, 0.26898, -0.98878)
H (0.20435, -1.05604, 0.15043)
H (-0.49949, 0.48856, 0.71510)

Properties
SMILES string ... CC(=O)OSF
Electronic energy ... -726.50320 Ha
LUMO level ... 0.034 eV
E_HOMO ... -0.35259 Eh

In the Mulliken picture, each atom carries the following charge in e:
1 S 0.280
2 F -0.231
3 O -0.289
4 O -0.486
5 C 0.695
6 C -0.816
7 H 0.249
8 H 0.304
9 H 0.295


# 19
Computed, not measured: a 2-piece molecular cluster, C2H3FO2S overall, with ωB97M-V with the def2-TZVPD basis set.

Element x y z (Å)
S (3.08469, -0.47221, 0.11639)
F (-2.33858, 1.54515, 0.02367)
O (2.11783, -1.45375, -0.06473)
O (2.58796, 0.87283, -0.09739)
C (-1.42621, 0.62052, -0.32381)
C (-1.13022, -0.43204, 0.38190)
H (-0.93417, 0.92962, -1.26436)
H (-1.65908, -0.49968, 1.28349)
H (-0.30221, -1.11044, -0.05518)

Properties
Electronic energy ... -726.48260 Ha
LUMO level ... -1.301 eV
E_HOMO ... -0.36457 Eh

In the Mulliken picture, each atom carries the following charge in e:
1 S 0.662
2 F -0.245
3 O -0.311
4 O -0.364
5 C 0.058
6 C -0.547
7 H 0.288
8 H 0.297
9 H 0.162


# 20
Computed, not measured: one molecule with the formula C2H3FO3, with ωB97M-V with the def2-TZVPD basis set.

Element x y z (Å)
F (1.24100, -0.64988, -1.26568)
O (-1.42458, -0.62396, 0.09290)
O (-0.57240, 1.52535, 0.11020)
O (-2.14656, -0.46334, 1.33418)
C (-0.71313, 0.43511, -0.29585)
C (-0.00616, -0.10321, -1.63168)
H (-0.72468, -0.83163, -2.02148)
H (0.23360, 0.85772, -2.28858)
H (-1.55846, -0.63987, 2.04232)

Properties
SMILES string ... O=C(CF)OO
Electronic energy ... -403.47402 Ha
LUMO level ... 0.575 eV
E_HOMO ... -0.40081 Eh

In the Mulliken picture, each atom carries the following charge in e:
1 F -0.261
2 O -0.158
3 O -0.446
4 O -0.326
5 C 0.566
6 C -0.142
7 H 0.230
8 H 0.207
9 H 0.330